Run a
A cluster of 2 separate species, C3H11N2 in total. Source: the OMol25 dataset; level of theory: wB97M-V/def2-TZVPD.

Element x y z (Å)
C: 1.96 1.74 -0.10
N: 1.75 0.69 0.58
H: 2.48 2.57 0.38
H: 1.82 1.77 -1.18
H: 0.06 0.16 0.43
H: 2.35 0.68 1.40
C: -1.94 0.13 -0.11
N: -0.73 -0.54 0.46
C: -0.19 -1.64 -0.41
H: -1.56 0.88 -0.80
H: -2.56 -0.55 -0.69
H: -2.55 0.58 0.67
H: -0.87 -0.90 1.39
H: 0.61 -1.21 -1.02
H: -0.95 -1.94 -1.12
H: 0.31 -2.42 0.14

Computed properties:
- LUMO level: -0.1154 hartree
- Net charge: +1
- Orbital gap: 0.4250 hartree

These are the Mulliken partial charges, in e, on atoms 1 to 2: C -0.24; N -0.52

Run b
A cluster of 2 separate species, C3H11N2 in total. Source: the OMol25 dataset; level of theory: wB97M-V/def2-TZVPD.

Element x y z (Å)
C: 0.94 -2.32 -0.47
N: 0.17 -1.50 0.49
H: 0.82 -3.38 -0.27
H: 1.98 -2.02 -0.36
H: 0.58 -2.04 -1.45
H: 0.24 -1.78 1.46
H: 0.23 0.08 0.14
H: -0.83 -1.67 0.36
C: -1.52 1.57 0.05
C: 0.78 1.99 0.02
N: -0.13 1.11 -0.09
H: -1.62 2.59 -0.32
H: -2.18 0.94 -0.54
H: -1.79 1.57 1.11
H: 1.79 1.83 -0.33
H: 0.54 3.03 0.22

Computed properties:
- LUMO level: -0.1691 hartree
- Net charge: +1
- Orbital gap: 0.3721 hartree

These are the Mulliken partial charges, in e, on atoms 1 to 2: C -0.81; N -0.71

Quick one: least stable of them? run a

Run a
A cluster of 2 separate species, C3H11N2 in total. Source: the OMol25 dataset; level of theory: wB97M-V/def2-TZVPD.

Element x y z (Å)
N: -2.93 -1.08 1.65
H: -3.28 -2.00 1.49
H: -2.36 -1.07 2.49
H: -2.32 -0.84 0.88
H: -3.67 -0.39 1.65
C: 2.68 1.26 -0.86
C: 1.72 0.46 -0.35
N: 0.57 0.03 -0.98
C: -0.60 -0.24 -0.14
H: 2.59 1.46 -1.92
H: 3.51 1.61 -0.22
H: 1.74 0.11 0.71
H: 0.39 0.61 -1.78
H: -1.44 -0.57 -0.87
H: -0.41 -1.07 0.50
H: -1.01 0.60 0.47

Computed properties:
- LUMO level: -0.1610 hartree
- Net charge: +1
- Orbital gap: 0.2486 hartree

These are the Mulliken partial charges, in e, on atoms 1 to 2: N -0.35; H 0.40

Run b
The ion C3H11N2 with charge +1. Source: the OMol25 dataset; level of theory: wB97M-V/def2-TZVPD.

Element x y z (Å)
N: -0.91 -1.84 0.37
C: 0.05 -1.22 -0.59
C: 1.02 -0.29 0.12
C: 0.24 0.86 0.84
N: -0.20 1.87 -0.25
H: -0.60 -2.80 0.47
H: -1.88 -1.79 0.11
H: -0.64 -0.77 -1.30
H: 0.69 -1.99 -1.08
H: 1.86 -0.59 0.74
H: 1.39 0.27 -0.75
H: 0.94 1.46 1.43
H: -0.63 0.54 1.39
H: -0.30 2.87 -0.03
H: 0.21 1.59 -1.13
H: -1.24 1.83 -0.35

Computed properties:
- LUMO level: -0.1391 hartree
- Structure (SMILES): NCCC[NH3+]
- Net charge: +1
- Orbital gap: 0.3474 hartree

These are the Mulliken partial charges, in e, on atoms 1 to 2: N -0.52; C -0.46

Quick one: least stable of them? run a

Run a
A cluster of 2 separate species, C3H11N2 in total. Source: the OMol25 dataset; level of theory: wB97M-V/def2-TZVPD.

Element x y z (Å)
C: 2.71 -0.11 0.15
N: 1.63 0.01 0.90
H: 2.76 -0.88 -0.67
H: 3.68 0.58 0.33
H: 2.01 0.03 1.82
H: 0.42 0.53 -0.45
C: -1.66 -1.06 -0.71
C: -1.47 0.00 0.43
N: -0.45 1.03 -0.05
H: -1.36 -0.62 -1.70
H: -2.68 -1.38 -0.74
H: -0.84 -1.84 -0.76
H: -1.19 -0.23 1.42
H: -2.35 0.67 0.34
H: -0.30 1.84 0.56
H: -0.90 1.43 -0.87

Computed properties:
- LUMO level: -0.1383 hartree
- Net charge: +1
- Orbital gap: 0.3752 hartree

These are the Mulliken partial charges, in e, on atoms 1 to 2: C -0.27; N -0.51

Run b
A cluster of 2 separate species, C3H11N2 in total. Source: the OMol25 dataset; level of theory: wB97M-V/def2-TZVPD.

Element x y z (Å)
C: 2.93 0.11 -0.62
C: 1.68 0.66 -0.03
C: 0.51 0.05 -0.16
N: -0.68 0.52 0.62
H: 2.76 -0.61 -1.41
H: 3.56 0.91 -1.02
H: 3.56 -0.35 0.14
H: 1.73 1.58 0.54
H: 0.28 -0.82 -0.75
H: -0.42 0.67 1.59
H: -1.02 1.42 0.27
H: -1.49 -0.16 0.58
N: -3.11 -0.84 0.17
H: -3.09 -0.94 -0.85
H: -4.00 -0.40 0.40
H: -3.18 -1.78 0.54

Computed properties:
- LUMO level: -0.1151 hartree
- Net charge: +1
- Orbital gap: 0.4151 hartree

These are the Mulliken partial charges, in e, on atoms 1 to 2: C -1.18; C 0.01

Run c
A cluster of 2 separate species, C3H11N2 in total. Source: the OMol25 dataset; level of theory: wB97M-V/def2-TZVPD.

Element x y z (Å)
C: 0.83 1.71 1.46
C: -0.68 -0.77 -1.95
C: -1.58 -0.61 0.31
N: 1.23 0.72 0.48
N: -1.49 -1.16 -0.86
H: 0.81 2.65 0.93
H: -0.21 1.40 1.77
H: 1.51 1.60 2.24
H: 0.27 -0.24 -1.54
H: -0.34 -1.78 -2.38
H: -1.19 -0.09 -2.57
H: -0.81 0.18 0.59
H: -1.94 -1.24 1.15
H: 1.94 0.82 -0.21
H: 1.71 -0.04 1.10
H: -1.97 -2.00 -1.11

Computed properties:
- LUMO level: -0.1913 hartree
- Net charge: +1
- Orbital gap: 0.3060 hartree

These are the Mulliken partial charges, in e, on atoms 1 to 2: C -0.70; C -0.59

Quick one: least stable of them? run a

Run a
A cluster of 2 separate species, C3H11N2 in total. Source: the OMol25 dataset; level of theory: wB97M-V/def2-TZVPD.

Element x y z (Å)
C: -1.53 -2.32 -1.89
N: -1.30 -1.44 -0.97
H: -1.47 -3.37 -1.64
H: -1.85 -2.02 -2.88
H: -1.25 -0.43 -1.15
H: -0.98 -1.67 -0.03
C: 0.06 0.39 0.43
C: 0.65 1.50 1.31
N: 2.03 1.80 0.91
H: 0.58 -0.55 0.66
H: -1.02 0.32 0.69
H: 0.14 0.63 -0.67
H: 0.06 2.40 1.26
H: 0.57 1.23 2.38
H: 2.39 2.53 1.52
H: 2.66 1.01 1.09

Computed properties:
- LUMO level: -0.2128 hartree
- Net charge: +1
- Orbital gap: 0.2447 hartree

These are the Mulliken partial charges, in e, on atoms 1 to 2: C -0.06; N -0.09

Run b
A cluster of 2 separate species, C3H11N2 in total. Source: the OMol25 dataset; level of theory: wB97M-V/def2-TZVPD.

Element x y z (Å)
C: -1.30 -0.41 -2.38
N: -0.04 -0.11 -2.28
H: -1.81 -0.74 -1.49
H: -1.78 -0.38 -3.36
H: 0.26 0.47 -3.06
H: 0.70 0.26 -0.53
C: -0.67 -0.27 1.71
C: 0.63 0.50 1.60
N: 1.36 0.15 0.31
H: -1.47 0.25 2.26
H: -0.51 -1.33 1.88
H: -1.12 -0.29 0.70
H: 1.29 0.24 2.42
H: 0.65 1.59 1.63
H: 1.72 -0.80 0.29
H: 2.08 0.87 0.31

Computed properties:
- LUMO level: -0.1168 hartree
- Net charge: +1
- Orbital gap: 0.4221 hartree

These are the Mulliken partial charges, in e, on atoms 1 to 2: C -0.22; N -0.52

Run c
A cluster of 2 separate species, C3H11N2 in total. Source: the OMol25 dataset; level of theory: wB97M-V/def2-TZVPD.

Element x y z (Å)
C: -1.09 2.53 -1.10
N: -0.79 1.31 -0.93
H: -1.44 2.84 -2.11
H: -1.01 3.16 -0.24
H: -0.01 0.06 -0.07
H: -0.85 0.91 -1.86
C: 1.20 -0.64 1.72
N: 0.66 -0.78 0.26
C: -0.14 -2.07 -0.03
H: 0.31 -0.38 2.25
H: 1.70 -1.61 2.19
H: 1.93 0.09 1.85
H: 1.31 -0.62 -0.47
H: -0.54 -2.46 0.85
H: 0.49 -2.88 -0.43
H: -0.78 -1.70 -0.79

Computed properties:
- LUMO level: -0.1065 hartree
- Net charge: +1
- Orbital gap: 0.4540 hartree

These are the Mulliken partial charges, in e, on atoms 1 to 2: C -0.24; N -0.51

Run d
A cluster of 2 separate species, C3H11N2 in total. Source: the OMol25 dataset; level of theory: wB97M-V/def2-TZVPD.

Element x y z (Å)
C: 1.04 0.82 2.18
N: 0.71 1.10 0.70
H: 1.90 1.46 2.46
H: 1.37 -0.23 2.10
H: 0.23 0.93 2.88
H: 1.45 0.80 0.03
H: -0.55 0.27 0.16
H: 0.57 2.10 0.53
C: -0.84 -0.07 -2.06
C: -0.76 -1.86 -0.46
N: -0.78 -0.60 -0.62
H: 0.11 -0.38 -2.50
H: -1.69 -0.49 -2.62
H: -1.04 1.01 -1.96
H: -0.64 -2.37 0.50
H: -1.08 -2.49 -1.31

Computed properties:
- LUMO level: -0.1554 hartree
- Net charge: +1
- Orbital gap: 0.3797 hartree

These are the Mulliken partial charges, in e, on atoms 1 to 2: C -0.77; N -0.68

Quick one: least stable of them? run a